# 1
Formula: AlBH10O3
Source: the OMol25 dataset
Level of theory: ωB97M-V with the def2-TZVPD basis set

Geometry as XYZ:
```
15
Properties=species:S:1:pos:R:3:lowdin_charge:R:1
Al 23.31 -17.23 -17.32 1.334
B 22.93 -15.67 -19.11 -0.216
H 22.49 -15.45 -18.14 0.008
H 23.98 -15.47 -19.02 0.015
H 22.66 -16.66 -19.43 -0.004
H 22.49 -14.91 -19.75 0.104
O 21.17 -16.95 -17.77 0.001
H 20.73 -16.49 -18.48 0.120
H 20.47 -17.45 -17.34 0.123
O 24.04 -19.24 -17.69 0.089
H 23.84 -20.11 -17.35 0.145
H 24.65 -19.40 -18.41 0.107
O 24.65 -17.41 -19.06 -0.033
H 24.28 -17.31 -19.93 0.113
H 25.18 -18.21 -19.11 0.095
```

Output
Relative energy (zero: lowest compared OMol25 entry of this formula, charge and spin) = 70.4 kcal per mole
Total energy = -498.0910 a.u.
Multiplicity = 1
HOMO-LUMO gap = 6.013 eV
Total charge = +2
E_LUMO = -0.503 Ha

***

# 2
Formula: C78H180N12O12
Source: the OMol25 dataset
Level of theory: ωB97M-V with the def2-TZVPD basis set

Geometry as XYZ:
```
282
Properties=species:S:1:pos:R:3:lowdin_charge:R:1
C -1.43 -5.36 -2.71 -0.038
C 0.09 -5.79 -2.71 -0.421
C 0.43 -7.32 -2.78 -0.145
O -0.45 -8.03 -1.94 -0.194
C -0.30 -8.02 -0.57 -0.124
N 0.74 -5.14 -3.78 0.032
H -1.85 -5.61 -1.74 0.068
H -1.93 -6.07 -3.38 0.086
H -1.67 -4.32 -2.94 0.046
H 0.46 -5.45 -1.74 0.115
H 1.41 -7.43 -2.32 0.117
H 0.43 -7.68 -3.81 0.129
H 0.70 -7.76 -0.21 0.070
H -0.68 -9.00 -0.29 0.101
H -1.02 -7.31 -0.14 0.082
H 0.27 -4.26 -3.91 0.065
H 0.71 -5.68 -4.63 0.092
C 5.37 -3.61 -2.76 -0.073
C 4.55 -3.67 -4.03 -0.363
C 4.89 -4.97 -4.90 -0.178
O 4.03 -4.91 -6.00 -0.254
C 4.05 -5.93 -7.02 -0.065
N 3.13 -3.50 -3.55 0.039
H 4.74 -3.79 -1.89 0.051
H 5.96 -2.70 -2.82 0.072
H 6.13 -4.39 -2.70 0.076
H 4.85 -2.78 -4.58 0.124
H 4.59 -5.96 -4.56 0.118
H 5.91 -5.03 -5.26 0.123
H 5.02 -5.93 -7.52 0.084
H 3.30 -5.75 -7.79 0.089
H 3.91 -6.86 -6.47 0.081
H 2.97 -4.31 -2.97 0.042
H 2.56 -3.87 -4.30 0.024
C 0.29 -1.20 5.53 -0.036
C 1.48 -0.91 6.48 -0.463
C 1.09 -0.03 7.69 -0.190
O 2.20 0.57 8.38 -0.196
C 2.94 1.56 7.64 -0.089
N 2.09 -2.08 6.98 0.058
H -0.53 -1.50 6.18 0.072
H 0.53 -2.04 4.88 0.056
H 0.03 -0.34 4.91 0.059
H 2.22 -0.31 5.95 0.108
H 0.44 -0.47 8.45 0.131
H 0.41 0.77 7.42 0.113
H 3.47 1.13 6.80 0.076
H 3.69 1.88 8.37 0.090
H 2.34 2.45 7.47 0.081
H 2.51 -2.61 6.23 0.056
H 2.74 -1.79 7.70 0.084
C -4.11 -3.95 -6.19 -0.050
C -4.46 -2.92 -5.02 -0.324
C -4.53 -3.66 -3.65 -0.202
O -4.85 -2.71 -2.63 -0.222
C -6.26 -2.64 -2.21 -0.062
N -3.33 -1.92 -4.91 0.040
H -3.56 -3.49 -7.02 0.066
H -5.01 -4.40 -6.60 0.066
H -3.48 -4.76 -5.84 0.058
H -5.41 -2.42 -5.24 0.129
H -3.56 -4.09 -3.41 0.075
H -5.24 -4.48 -3.57 0.123
H -6.39 -1.96 -1.37 0.063
H -6.53 -3.65 -1.90 0.082
H -7.00 -2.30 -2.95 0.083
H -3.52 -0.95 -4.70 0.062
H -2.66 -2.10 -4.18 0.026
C 9.56 3.77 -2.35 -0.048
C 8.23 4.45 -2.98 -0.381
C 6.99 3.61 -2.46 -0.186
O 7.15 2.19 -2.66 -0.199
C 5.98 1.35 -2.68 -0.102
N 8.14 5.76 -2.40 0.011
H 9.71 3.93 -1.28 0.071
H 10.40 4.28 -2.81 0.061
H 9.61 2.70 -2.52 0.061
H 8.29 4.46 -4.07 0.129
H 6.07 3.99 -2.91 0.103
H 6.67 3.75 -1.43 0.114
H 6.41 0.36 -2.59 0.082
H 5.21 1.50 -3.43 0.083
H 5.40 1.38 -1.76 0.059
H 7.38 6.21 -2.89 0.070
H 8.96 6.32 -2.53 0.076
C -0.23 -1.14 -5.56 -0.066
C 1.27 -0.92 -5.89 -0.401
C 1.40 0.30 -6.89 -0.216
O 0.80 0.03 -8.11 -0.173
C 0.59 1.23 -8.85 -0.104
N 1.87 -0.62 -4.62 0.035
H -0.45 -1.96 -4.88 0.047
H -0.77 -1.27 -6.50 0.076
H -0.52 -0.17 -5.15 0.075
H 1.69 -1.81 -6.37 0.132
H 2.43 0.55 -7.15 0.123
H 1.01 1.17 -6.36 0.108
H 1.48 1.42 -9.46 0.088
H 0.23 2.12 -8.34 0.086
H -0.18 1.07 -9.60 0.085
H 2.87 -0.67 -4.68 0.068
H 1.67 -1.33 -3.92 0.014
C 1.24 7.85 3.72 -0.027
C 1.69 6.38 4.15 -0.455
C 0.49 5.48 3.66 -0.146
C 0.80 4.01 3.89 -0.174
C 2.00 3.71 2.94 -0.132
C 3.30 4.60 3.24 -0.413
N 2.94 6.01 3.47 -0.156
O 4.03 6.80 3.77 0.017
C 4.17 4.00 4.40 -0.008
C 3.93 4.43 1.78 -0.034
C 1.91 6.34 5.66 -0.036
H 1.16 7.80 2.64 0.062
H 1.84 8.75 3.85 0.079
H 0.19 8.03 3.94 0.078
H -0.48 5.69 4.12 0.120
H 0.34 5.69 2.61 0.110
H -0.15 3.51 3.70 0.095
H 0.93 3.82 4.96 0.103
H 1.67 3.83 1.90 0.096
H 2.30 2.67 3.04 0.091
H 3.49 3.48 5.08 0.060
H 4.76 3.19 3.97 0.074
H 4.90 4.68 4.82 0.086
H 4.16 3.37 1.66 0.071
H 3.31 4.77 0.94 0.052
H 4.84 5.02 1.65 0.078
H 2.45 5.49 6.07 0.070
H 0.97 6.45 6.21 0.085
H 2.39 7.25 6.03 0.083
H 4.08 7.27 2.93 0.112
C 1.90 -7.59 2.54 -0.011
C 3.49 -7.41 2.49 -0.428
C 4.01 -6.86 1.21 -0.162
C 3.90 -5.35 0.98 -0.184
C 4.52 -4.52 2.14 -0.101
C 3.86 -4.99 3.49 -0.508
N 4.02 -6.46 3.58 -0.094
O 3.67 -6.91 4.87 -0.026
C 4.63 -4.30 4.60 -0.051
C 2.45 -4.47 3.49 -0.047
C 4.22 -8.82 2.83 -0.008
H 1.55 -7.76 3.55 0.079
H 1.52 -8.38 1.89 0.067
H 1.48 -6.65 2.16 0.055
H 5.07 -7.08 1.10 0.124
H 3.45 -7.37 0.42 0.118
H 2.89 -5.05 0.69 0.084
H 4.52 -5.16 0.11 0.093
H 4.37 -3.47 1.87 0.108
H 5.57 -4.79 2.19 0.120
H 4.47 -4.48 5.66 0.080
H 5.69 -4.56 4.59 0.088
H 4.51 -3.21 4.56 0.081
H 1.96 -4.45 2.52 0.055
H 1.83 -5.09 4.15 0.095
H 2.36 -3.46 3.87 0.061
H 3.74 -9.08 3.77 0.072
H 5.30 -8.66 2.80 0.076
H 4.08 -9.53 2.01 0.076
H 4.52 -7.01 5.30 0.107
C 0.95 8.19 -1.82 -0.020
C 1.13 6.79 -2.54 -0.463
C 1.83 5.90 -1.47 -0.147
C 1.94 4.45 -1.99 -0.196
C 0.55 3.89 -2.23 -0.144
C -0.33 4.79 -3.14 -0.453
N -0.20 6.23 -2.81 -0.151
O -0.97 7.05 -3.58 0.010
C 0.03 4.52 -4.64 -0.017
C -1.74 4.25 -2.88 -0.051
C 1.95 6.92 -3.87 -0.022
H 1.91 8.64 -1.55 0.079
H 0.39 8.18 -0.88 0.079
H 0.55 8.84 -2.59 0.074
H 2.81 6.33 -1.31 0.118
H 1.21 5.97 -0.58 0.107
H 2.65 3.96 -1.32 0.090
H 2.53 4.50 -2.90 0.098
H 0.13 3.96 -1.22 0.110
H 0.73 2.84 -2.48 0.114
H -0.39 3.56 -4.96 0.075
H -0.20 5.31 -5.36 0.089
H 1.11 4.39 -4.58 0.054
H -2.28 4.35 -3.83 0.081
H -1.76 3.21 -2.54 0.065
H -2.37 4.68 -2.11 0.079
H 2.91 7.45 -3.82 0.080
H 1.34 7.65 -4.40 0.078
H 2.18 6.10 -4.55 0.064
H -1.62 7.28 -2.91 0.117
C -4.56 -3.53 4.91 -0.035
C -4.96 -2.14 5.36 -0.506
C -3.71 -1.26 5.09 -0.137
C -3.87 0.22 5.10 -0.221
C -4.97 0.66 4.21 -0.141
C -6.30 -0.19 4.37 -0.460
N -6.03 -1.64 4.44 -0.092
O -7.28 -2.35 4.55 -0.011
C -7.03 0.36 5.63 -0.028
C -7.11 0.12 3.09 -0.038
C -5.49 -2.25 6.77 -0.024
H -4.19 -3.54 3.88 0.082
H -5.48 -4.10 5.02 0.091
H -3.75 -3.80 5.59 0.089
H -3.03 -1.43 5.92 0.113
H -3.11 -1.52 4.22 0.105
H -2.94 0.76 4.93 0.107
H -4.00 0.50 6.15 0.115
H -4.61 0.54 3.19 0.081
H -5.15 1.72 4.37 0.127
H -6.60 0.40 6.63 0.075
H -7.44 1.33 5.36 0.086
H -7.95 -0.21 5.73 0.077
H -8.07 -0.36 2.95 0.085
H -7.16 1.19 2.87 0.080
H -6.62 -0.44 2.29 0.076
H -5.45 -1.32 7.34 0.080
H -4.79 -2.94 7.24 0.086
H -6.43 -2.77 6.93 0.091
H -7.53 -2.15 5.45 0.058
C -6.95 1.19 -0.41 -0.036
C -5.91 2.30 -0.49 -0.448
C -5.14 2.09 -1.82 -0.162
C -6.03 2.18 -3.03 -0.180
C -6.49 3.64 -3.00 -0.149
C -7.26 4.14 -1.78 -0.462
N -6.53 3.68 -0.56 -0.102
O -7.13 4.06 0.64 -0.014
C -7.33 5.71 -1.78 -0.018
C -8.69 3.53 -1.86 -0.032
C -4.91 2.15 0.67 -0.035
H -6.66 0.15 -0.28 0.074
H -7.62 1.14 -1.27 0.054
H -7.67 1.53 0.34 0.083
H -4.43 2.91 -1.86 0.099
H -4.47 1.23 -1.90 0.111
H -6.74 1.36 -3.07 0.104
H -5.44 2.02 -3.93 0.112
H -7.15 3.72 -3.86 0.121
H -5.66 4.28 -3.29 0.118
H -7.70 6.07 -2.74 0.082
H -8.01 6.05 -1.01 0.078
H -6.32 6.09 -1.63 0.079
H -9.47 4.13 -2.33 0.087
H -8.74 2.49 -2.19 0.065
H -9.11 3.31 -0.88 0.077
H -5.30 2.36 1.67 0.062
H -4.05 2.82 0.61 0.079
H -4.53 1.13 0.81 0.062
H -6.50 4.60 1.11 0.104
C -1.80 0.63 1.74 -0.005
C -1.07 -0.51 0.90 -0.380
C -1.69 -0.33 -0.54 -0.103
C -0.83 -1.08 -1.54 -0.178
C 0.66 -0.77 -1.55 -0.098
C 1.30 -0.81 -0.07 -0.349
N 0.39 -0.16 0.93 0.087
O 1.04 0.17 2.07 0.106
C 1.86 -2.21 0.45 0.008
C 2.63 -0.01 -0.33 -0.025
C -1.40 -1.94 1.35 0.014
H -1.30 0.55 2.70 0.059
H -2.74 0.34 2.21 0.069
H -1.69 1.68 1.46 0.095
H -2.66 -0.82 -0.51 0.127
H -1.93 0.72 -0.70 0.114
H -1.13 -0.93 -2.58 0.102
H -0.99 -2.15 -1.41 0.104
H 0.84 0.16 -2.08 0.108
H 1.11 -1.63 -2.06 0.100
H 2.20 -2.11 1.48 0.077
H 1.10 -2.99 0.43 0.072
H 2.75 -2.56 -0.07 0.088
H 3.22 -0.36 -1.17 0.099
H 2.41 1.05 -0.50 0.080
H 3.21 -0.05 0.59 0.084
H -2.45 -2.16 1.20 0.109
H -1.08 -2.30 2.33 0.096
H -0.98 -2.58 0.58 0.065
H 1.18 1.12 1.98 0.125
```

Output
Total energy = -4638.8879 a.u.
Multiplicity = 2
HOMO-LUMO gap (alpha / beta) = 7.949 / 3.732 eV
Total charge = +1
E_LUMO (alpha / beta) = -0.074 / -0.229 Ha

***

# 3
Formula: C50H50BrN4O2S3SiTi
Source: the OMol25 dataset
Level of theory: ωB97M-V with the def2-TZVPD basis set

Geometry as XYZ:
```
112
Properties=species:S:1:pos:R:3:lowdin_charge:R:1
Ti -19.56 -2.65 9.09 0.908
C -16.99 2.20 6.66 -0.307
N -17.60 1.68 7.79 0.007
C -17.82 0.38 7.73 -0.078
C -19.00 -0.07 7.10 -0.257
C -19.78 0.61 6.10 -0.014
C -21.01 -0.03 6.05 -0.074
C -20.83 -1.17 6.86 -0.183
N -19.60 -1.30 7.45 -0.063
C -16.15 3.39 7.05 -0.229
C -16.77 4.44 7.77 -0.020
C -16.01 5.54 8.24 -0.086
C -14.61 5.53 8.08 -0.139
C -14.06 4.59 7.25 -0.111
C -14.87 3.58 6.60 -0.049
H -17.69 2.50 5.90 0.082
H -16.36 1.55 6.01 0.122
H -17.29 -0.32 8.38 0.103
H -19.52 1.52 5.59 0.086
H -21.97 0.29 5.69 0.088
H -21.59 -1.77 7.30 0.083
H -17.81 4.36 8.06 0.107
H -16.48 6.33 8.79 0.081
H -14.01 6.25 8.69 0.105
H -12.97 4.54 7.15 0.091
H -14.51 2.95 5.80 0.100
C -22.83 -0.57 11.69 -0.204
Si -21.00 -1.02 11.87 0.386
C -13.52 1.47 18.85 0.037
N -14.54 0.91 18.10 -0.167
C -14.59 -0.51 17.57 -0.165
C -15.53 -0.62 16.35 -0.132
C -16.97 0.01 16.60 -0.199
C -16.85 1.07 17.59 -0.123
C -15.67 1.87 17.85 -0.263
C -20.65 -2.03 13.35 -0.207
C -19.50 -2.76 13.52 -0.130
C -19.25 -3.51 14.68 -0.103
C -20.30 -3.76 15.52 -0.108
C -21.60 -3.32 15.14 -0.112
C -21.82 -2.48 14.09 -0.078
C -20.18 0.63 12.12 -0.227
C -20.67 1.85 12.62 -0.094
C -19.81 2.77 13.23 -0.122
C -18.49 2.45 13.55 -0.128
C -17.93 1.44 12.77 -0.109
C -18.75 0.57 12.00 -0.080
H -23.54 -1.37 11.94 -0.112
H -23.11 0.41 11.38 -0.102
H -13.22 2.57 18.83 0.086
H -12.83 0.79 19.23 0.021
H -14.83 -1.08 18.49 0.111
H -13.49 -0.79 17.36 0.133
H -15.38 -1.67 16.03 0.111
H -14.95 0.09 15.77 0.100
H -17.66 -0.77 16.87 0.092
H -17.42 0.34 15.67 0.085
H -17.68 1.34 18.23 0.074
H -15.14 -1.91 10.37 0.151
H -15.76 2.34 18.80 0.091
H -15.31 2.56 17.01 0.113
H -18.73 -2.71 12.78 0.048
H -18.30 -4.01 14.88 0.092
H -20.11 -4.21 16.47 0.084
H -22.47 -3.62 15.77 0.107
H -22.81 -2.16 13.87 0.069
H -21.75 2.11 12.47 0.106
H -20.27 3.68 13.66 0.097
H -17.91 3.04 14.23 0.086
H -16.84 1.35 12.88 0.093
H -18.32 -0.26 11.46 0.075
C -11.50 0.49 10.30 -0.038
C -10.92 0.95 11.62 -0.258
C -10.61 0.04 12.64 -0.077
C -10.11 0.41 13.83 -0.099
C -10.20 1.91 14.04 -0.711
Br -10.70 2.30 15.84 0.679
N -10.37 2.79 13.08 0.043
C -10.83 2.27 11.93 -0.115
H -12.42 -0.10 10.32 0.083
H -10.83 -0.23 9.92 0.055
H -11.51 1.30 9.56 0.086
H -10.73 -1.01 12.45 0.110
H -9.68 -0.27 14.59 0.104
H -11.15 3.05 11.21 0.127
O -20.26 -1.54 10.39 -0.389
O -17.73 -2.37 9.23 -0.259
C -17.19 -3.75 9.27 -0.513
C -16.10 -3.66 10.39 -0.449
C -14.80 -2.95 10.19 -0.232
C -13.94 -3.39 11.31 -0.160
C -14.62 -3.97 12.34 -0.332
S -16.37 -4.10 11.99 1.011
C -18.42 -4.64 9.37 -0.489
C -19.23 -4.63 10.50 -0.182
C -20.59 -4.87 10.19 -0.165
C -20.85 -4.93 8.85 -0.347
S -19.34 -4.91 7.91 0.997
C -16.46 -3.92 7.94 -0.469
C -15.15 -4.37 7.75 -0.128
C -14.75 -4.28 6.37 -0.166
C -15.83 -4.01 5.50 -0.350
S -17.27 -3.63 6.45 0.992
H -14.30 -3.05 9.27 0.073
H -12.89 -3.16 11.44 0.093
H -14.29 -4.38 13.30 0.065
H -18.83 -4.44 11.49 0.062
H -21.33 -4.97 11.04 0.156
H -21.81 -4.84 8.36 0.081
H -14.51 -4.70 8.61 0.124
H -13.75 -4.45 5.99 0.089
H -15.77 -4.05 4.41 0.063
```

Output
Total energy = -7211.8253 a.u.
Multiplicity = 1
HOMO-LUMO gap (alpha / beta) = 2.820 / 2.917 eV
Total charge = -1
E_LUMO (alpha / beta) = 0.013 / 0.017 Ha